124
Properties=species:S:1:pos:R:3:forces:R:3 method="wB97M-V/def2-TZVPD" fmax_ha_per_bohr=0.05944 charge=0 s2=0.781 e_tot_ha=-3669.96464 spin_multiplicity=2
Hg -0.117000 0.137000 0.284800 -0.1829 -2.2650 -0.7362
C 3.707100 1.862300 1.600600 -0.1179 -0.0337 0.1023
C 2.917200 0.893400 0.994700 -0.2676 -0.1199 0.2024
N 1.810600 0.462100 1.587500 0.9171 0.5921 1.3775
C 1.482400 0.957000 2.794700 0.8025 0.0762 -0.6489
C 2.327100 1.889200 3.401900 -0.3571 -0.1873 0.1327
N 3.410200 2.343200 2.805400 0.3302 0.1016 -0.2212
C 0.189800 0.528800 3.314500 -0.6766 -0.1969 0.7121
C -0.166600 0.658400 4.635700 0.6290 -0.0443 -0.6054
C -1.469100 0.327900 5.060600 -0.4730 -0.4519 -0.5888
C -2.346400 -0.125800 4.068000 0.3793 0.1328 0.5491
C -1.933600 -0.257200 2.748900 -0.3224 -0.2371 -0.2369
N -0.655000 0.029600 2.382100 -0.0659 -0.0055 1.1160
C -2.824400 -0.615000 1.664300 0.4708 0.3655 -0.4232
C -4.144200 -1.055000 1.839800 -0.3194 -0.0986 0.0634
N -4.980500 -1.262500 0.852500 -0.0390 0.0279 0.2267
C -4.518600 -1.035300 -0.387800 0.0943 -0.0042 -0.2026
C -3.211200 -0.670200 -0.610600 -0.0300 -0.0444 0.0591
N -2.347200 -0.467700 0.387800 -1.3042 -0.3006 0.6940
C -1.875800 0.544400 6.445400 -0.2181 0.1591 0.4711
C -0.973300 0.986000 7.426500 -0.1139 -0.0792 -0.1920
C -1.416600 1.234800 8.710400 0.1197 -0.0245 -0.0142
N -2.670800 1.078500 9.103600 -0.0970 0.1284 0.4418
C -3.532600 0.659300 8.190500 -0.1773 -0.1219 -0.1577
C -3.199600 0.381000 6.878400 0.2100 0.0250 -0.0616
H 4.584000 2.270700 1.119500 0.1114 -0.0686 -0.0934
H 2.988800 1.003300 -1.119200 -0.0040 -0.0271 -0.0149
H 2.111600 2.301300 4.378700 -0.1176 -0.0069 0.0281
H 0.561700 1.030400 5.334400 0.0820 0.0902 0.0141
H -3.373100 -0.332600 4.315700 -0.1168 -0.0559 0.0028
H -4.534400 -1.254600 2.826700 0.0406 -0.0044 0.1780
H -5.227100 -1.165400 -1.189900 0.0313 -0.0224 -0.2084
H -2.828700 -0.531800 -1.613800 0.0332 0.0218 -0.0947
H 0.072000 1.140100 7.215800 0.0784 0.0017 -0.0568
H -0.726900 1.579000 9.470500 0.1173 0.0217 0.0048
H -4.552100 0.540100 8.534000 -0.1133 -0.0393 -0.0636
H -3.974300 0.048400 6.206000 -0.0750 -0.0169 -0.0441
C -0.888600 5.698200 -4.271400 0.0193 -0.0968 -0.0686
C -0.591400 4.745200 -3.152700 -0.0378 -0.0039 -0.0816
C -0.453800 5.191900 -1.840200 -0.0175 -0.3462 0.0522
C -0.262300 4.310100 -0.797900 0.1007 -0.0734 -0.3138
C -0.128600 4.875700 0.564000 0.1036 0.0124 0.0622
O 0.489300 5.905400 0.762900 -0.0559 -0.1293 -0.0055
C -0.832700 4.179100 1.669800 -0.1697 0.1154 0.4457
C -0.341000 4.304400 2.966200 0.0347 0.0347 -0.2455
C -1.040100 3.768500 4.030100 -0.0244 0.0624 0.0661
C -2.242900 3.118900 3.808000 -0.1085 0.0440 0.0560
C -2.731100 2.979600 2.518400 -0.1518 0.0297 -0.0170
C -2.033000 3.509200 1.450100 0.1656 0.1275 0.0184
C -0.135000 2.900200 -1.013900 0.1225 0.4725 -0.2791
O 0.086200 2.138300 -0.008400 0.5372 2.9658 -0.5087
C -0.183200 2.458500 -2.379800 -0.2143 0.4105 0.3434
C -0.445100 3.398000 -3.393900 -0.0496 0.1780 0.1746
C 0.092200 1.100600 -2.769500 0.0422 -0.4512 0.1896
N 0.206500 0.115500 -1.934200 0.0043 0.2534 -0.9901
C 0.708300 -1.164400 -2.383600 -0.0446 -0.4610 -0.1262
C 2.156200 -1.331300 -1.897700 -0.1333 -0.2950 -0.1920
Te 2.731200 -3.427700 -2.193500 0.1448 0.6212 -0.6047
C 3.489100 -2.852600 -4.121300 -0.1534 -0.2766 0.5571
C 2.724000 -2.948900 -5.272300 -0.2093 -0.1596 0.0320
C 3.208700 -2.446700 -6.469200 0.0023 0.0094 -0.1450
C 4.455000 -1.845400 -6.523300 0.0113 0.0214 -0.0497
C 5.222900 -1.757300 -5.374100 0.0766 0.0754 -0.0452
C 4.741900 -2.263400 -4.180400 0.1849 0.0022 0.2429
C 0.269800 0.851300 -4.232000 0.0346 -0.2217 -0.2772
C 1.422600 1.251700 -4.898400 -0.0845 -0.0662 0.1510
C 1.575500 0.975300 -6.246100 0.0548 0.0157 -0.0612
C 0.583600 0.297100 -6.934700 -0.0185 0.0709 -0.1116
C -0.568500 -0.103600 -6.278400 -0.0402 -0.0164 -0.0285
C -0.725100 0.174600 -4.932900 0.0779 0.0818 0.1411
H -1.038100 6.704500 -3.890300 -0.0183 0.1050 -0.0404
H -1.788800 5.389600 -4.800100 -0.0905 0.0854 -0.0942
H -0.072400 5.716600 -4.992500 0.0385 0.0920 -0.0883
H -0.519600 6.248200 -1.615800 0.0085 0.0798 0.0473
H 0.587500 4.835900 3.115700 0.0674 0.0738 0.0243
H -0.660500 3.878700 5.036000 0.0227 -0.0191 0.1044
H -2.805400 2.728800 4.643500 -0.0387 -0.0356 0.0636
H -3.670300 2.473700 2.343400 -0.0814 -0.0392 0.0174
H -2.430400 3.435200 0.446900 0.0054 -0.0661 -0.0656
H -0.544100 3.049300 -4.413000 0.0247 0.0047 -0.0364
H 0.713100 -1.268700 -3.475200 -0.0540 -0.1432 0.2591
H 0.071300 -1.949700 -1.952900 0.1720 0.1240 -0.0751
H 2.564400 -1.614200 0.101700 -0.1788 0.1009 -0.0762
H 2.807100 -0.762300 -2.568800 0.0635 -0.1509 -0.0261
H 1.751800 -3.421900 -5.240900 -0.0631 0.0190 0.0145
H 2.609300 -2.526500 -7.364400 -0.0678 -0.0040 -0.0606
H 4.830900 -1.452600 -7.457800 0.0027 0.0133 -0.0500
H 6.198800 -1.295200 -5.400000 0.0925 0.0338 -0.0331
H 5.341000 -2.202100 -3.282100 0.0746 0.0602 0.0398
H 2.196000 1.781500 -4.359600 0.0492 0.0722 0.0515
H 2.467700 1.298300 -6.763100 0.0705 -0.0099 -0.0159
H 0.696700 0.102200 -7.990200 0.0444 -0.0636 -0.1014
H -1.345300 -0.632500 -6.812600 -0.0369 -0.0051 -0.0356
H -1.618900 -0.137800 -4.410800 -0.0830 -0.0309 0.0379
C 0.085500 -5.136000 0.761800 -0.4595 0.2646 -0.1054
Te -0.287700 -3.009200 1.164700 0.6602 -1.3606 0.1286
C 1.391700 -3.248600 2.516000 -0.2436 0.4160 0.1275
C 1.943100 -4.632300 2.358100 -0.0726 -0.1160 -0.1231
C 3.067200 -5.034600 3.071100 0.0622 -0.0040 0.0187
C 3.515300 -6.340500 3.002900 0.0797 0.0901 0.0857
C 2.834600 -7.263400 2.227600 -0.0735 -0.0914 -0.0948
C 1.727100 -6.866700 1.504300 0.0444 -0.0188 0.0066
C 1.282300 -5.551800 1.554300 0.0868 0.1537 0.0851
H 0.247000 -5.328500 -0.299300 -0.0482 0.2246 -0.0301
H -0.785300 -5.713000 1.070500 -0.0892 0.0845 -0.0112
H 1.035400 -3.121600 3.539900 -0.0528 0.1424 -0.0875
H 2.136900 -2.475800 2.329200 0.0059 0.0521 -0.0455
H 3.584900 -4.320700 3.695400 0.0580 0.0901 0.0789
H 4.386100 -6.642400 3.564200 0.0921 -0.0189 0.0659
H 3.160700 -8.290300 2.188300 0.0782 -0.1312 -0.0105
H 1.185700 -7.577600 0.898800 -0.0292 -0.1341 -0.0995
N 2.323200 -0.868300 -0.544500 0.3760 -0.1825 0.3442
C 3.226800 0.261400 -0.348000 -0.0694 -0.0500 -0.1420
C 4.697000 -0.088100 -0.439000 0.0780 0.0870 -0.1424
C 5.257200 -0.975800 0.474100 0.0243 0.0329 -0.0425
C 6.611700 -1.255400 0.444200 -0.0531 -0.0025 0.1658
C 7.422600 -0.637500 -0.493100 0.1016 -0.0087 -0.1462
C 6.869200 0.223000 -1.425500 0.1868 0.0252 0.0067
C 5.513100 0.499000 -1.397300 -0.1533 -0.0550 0.0700
H 4.634900 -1.429400 1.234000 -0.0802 -0.0795 0.0918
H 7.045100 -1.927200 1.172900 -0.0282 -0.0384 0.0076
H 8.486700 -0.820100 -0.492700 0.0828 -0.0618 -0.0298
H 7.501000 0.701500 -2.159600 0.0415 0.0299 -0.0663
H 5.093000 1.191400 -2.113800 -0.0922 0.0695 -0.0599

***

18
Properties=species:S:1:pos:R:3:forces:R:3 method="wB97M-V/def2-TZVPD" fmax_ha_per_bohr=0.07184 charge=0 e_tot_ha=-744.83410 relative_energy_kcal_mol=51.1
C 0.165385 1.918125 0.194754 -0.0607 0.4114 1.4230
C -2.298069 -0.149285 0.354312 -3.4310 0.1532 -1.3609
C 0.434010 0.863147 0.979020 -0.2169 2.4610 2.5040
C -1.592734 -0.620970 -0.630841 1.7476 -1.1818 -1.1760
C 0.332152 -0.526657 0.634452 2.5009 -1.0320 2.2042
C 1.012589 -1.481524 1.326266 -0.9829 0.2253 -0.0692
C 1.974156 -0.429398 -2.880132 -0.0409 -0.1616 0.1287
O -0.239671 -0.918950 -0.496944 -1.2782 -0.0538 -1.5615
F 1.832236 -1.322676 2.368757 -0.7134 0.1939 -0.7978
F 0.840988 -2.770098 1.064174 0.3986 0.3771 0.0364
F 1.973656 -0.699075 -1.610447 0.4333 -0.0426 -0.2866
F 2.233967 0.841550 -2.938987 0.0320 0.2231 -0.0712
H 0.170245 2.920611 0.621346 0.2352 -0.2763 0.2515
H -0.251323 1.972278 -0.776090 0.0734 -0.7931 -1.1311
H -3.405697 -0.129136 0.098149 1.5028 0.4550 0.8677
H -1.859364 0.275754 1.215739 -0.1381 -0.0601 0.9354
H 0.533562 1.146539 2.143612 0.3385 -0.9856 -2.8091
H -1.856086 -0.890234 -1.667141 -0.4002 0.0867 0.9126

***

116
Properties=species:S:1:pos:R:3:forces:R:3 method="wB97M-V/def2-TZVPD" fmax_ha_per_bohr=0.15231 charge=0 e_tot_ha=-2598.90289 relative_energy_kcal_mol=128.3
C -1.332929 -0.095584 6.635548 -0.3819 0.0714 -0.8820
C -1.404737 -0.432171 5.140711 0.7281 1.0677 -1.1033
C -2.447900 0.395944 4.340675 -0.1225 0.2976 2.0962
O -2.200242 0.435190 2.949500 -1.0297 0.2240 0.1072
C -2.752305 1.624699 2.428307 0.8788 1.1500 -0.8206
N -0.075914 -0.099221 4.533533 -0.7068 -0.7468 0.5191
H -1.276405 0.982564 6.793549 0.0355 0.0370 -0.0983
H -0.394423 -0.533529 6.971161 -0.2224 -0.1612 0.3965
H -2.216550 -0.470473 7.150693 0.1982 -0.1544 0.2640
H -1.632920 -1.492710 5.032033 0.2076 -0.1681 -0.0682
H -2.359886 1.405778 4.758414 0.0651 0.1458 -0.2202
H -3.477170 0.083652 4.557690 -0.0513 -0.2164 -0.2352
H -3.725100 1.984270 2.771315 -0.2144 -0.8093 0.3719
H -2.790741 1.604234 1.338910 -0.0654 -0.5327 0.0001
H -2.073282 2.457375 2.650696 0.1089 0.0134 0.2065
H -0.254810 -0.026308 3.536426 0.5905 -0.0338 -0.1341
H 0.164917 0.842194 4.858383 -0.1455 -0.4079 -0.1635
C -0.065400 3.574523 -0.101317 0.7993 0.6085 0.1543
C -1.556240 3.749923 -0.414590 2.3998 -1.1809 -0.5100
C -1.822063 4.941897 -1.283703 -0.1737 1.4066 -0.4631
O -3.220822 5.199821 -1.319735 0.0170 0.5093 -0.5737
C -3.656951 6.051465 -2.423424 0.3685 -1.4860 1.1469
N -1.778571 2.526207 -1.231435 -2.0459 0.2943 0.4146
H 0.156257 2.537329 0.162113 -0.3144 0.0711 0.6710
H 0.264668 4.294675 0.653379 0.0766 -0.2414 0.1858
H 0.628432 3.669928 -0.942431 -0.5201 0.4678 -0.4001
H -2.053639 3.716404 0.556825 -0.5539 0.4483 -0.2570
H -1.339486 4.784475 -2.258012 -0.6500 -0.7676 -0.3882
H -1.321481 5.897871 -1.076385 0.1351 -0.1483 1.1708
H -4.668205 6.346246 -2.159267 -0.0798 -0.0474 -0.2388
H -3.619800 5.378456 -3.277915 -0.2128 0.5179 -0.5382
H -3.052707 6.947455 -2.565285 0.2604 -0.0754 0.0899
H -1.935814 1.787808 -0.547881 0.4910 -0.2687 -0.1473
H -2.734677 2.633490 -1.582248 0.1199 -0.0775 -0.4260
C 0.418079 2.604699 -6.355384 0.1563 -0.5246 0.6938
C 0.084154 1.105088 -6.324388 -0.5523 0.4132 0.3656
C 0.534194 0.441359 -4.979880 -1.5564 0.6265 -0.5986
O 0.054583 -0.900330 -4.961838 0.8925 -0.6023 -0.6047
C 0.481623 -1.599943 -3.812423 0.8861 0.8482 0.2752
N -1.352510 0.863063 -6.562805 0.7040 -0.1514 -0.3420
H 0.455582 3.035526 -7.353621 -0.0108 -0.2585 -0.0939
H 1.399095 2.693102 -5.880336 0.0190 0.5020 -0.0852
H -0.322158 3.174049 -5.790805 0.0904 -0.0412 0.1518
H 0.552468 0.662404 -7.206198 0.5311 -0.2664 0.3847
H -0.028986 0.867651 -4.142106 0.1297 0.8930 -0.0225
H 1.584243 0.688935 -4.797028 0.3163 -0.9877 -0.0204
H 0.073770 -2.603542 -3.714238 -0.1754 0.3317 -0.8768
H 0.256155 -0.996467 -2.927009 -0.2200 -0.1622 0.2711
H 1.574617 -1.687180 -3.816219 0.0332 -0.1575 -0.0166
H -1.299150 -0.042417 -7.015761 -0.9238 -0.1324 0.1672
H -1.810139 0.724358 -5.668714 -0.1296 -0.0722 -0.0556
C -3.794245 -0.411745 -0.950862 -0.1582 1.8870 -0.9818
C -3.809546 -1.675780 -1.801391 0.6347 0.2349 0.9888
O -3.493657 -2.697776 -0.871950 -0.1175 -0.9258 0.2238
H -2.832307 -0.099666 -0.538298 0.3853 -1.1595 0.2197
H -4.527857 -0.331301 -0.149368 -0.1307 -0.5158 -0.0847
H -3.920582 0.498259 -1.552659 -0.6198 -0.2499 -0.3741
H -3.012599 -1.661251 -2.554351 -0.2783 0.2577 -0.1760
H -4.761030 -1.971485 -2.248802 -0.0597 0.8184 -0.1893
H -3.987506 -3.475460 -1.147282 0.2507 -0.2976 0.3407
C 0.906926 -1.210767 0.496371 1.1756 0.2556 0.8738
O 0.813664 -0.574062 1.553772 -0.2870 0.6848 -0.4851
N 1.840884 -1.053651 -0.475073 0.9107 0.6936 -0.8640
N 0.161717 -2.249571 0.181868 -1.7875 -1.5992 -0.2199
H 2.039744 -1.888042 -1.013524 0.1643 0.1958 -0.1045
H 2.532387 -0.323893 -0.497442 -0.0308 -0.0168 0.5837
H 0.404672 -2.835420 -0.599300 0.0845 -0.0465 0.1336
H -0.599371 -2.583766 0.747071 0.5981 0.4178 -0.0968
C 4.829148 2.041211 1.505046 -1.9482 -1.4179 -1.2414
O 4.419723 1.344242 0.558213 0.5160 0.6577 0.3953
N 6.040160 2.610614 1.501245 0.7140 0.4317 0.1351
N 4.056575 2.247146 2.598058 1.4443 0.8657 -0.0466
H 6.412532 3.037967 2.328972 0.2174 0.1292 -0.2069
H 6.542888 2.616591 0.632251 0.1366 -0.0690 0.1534
H 3.129772 1.875449 2.698163 0.0859 -0.1289 0.1728
H 4.536999 2.801569 3.284221 -0.8970 -0.0979 0.6878
C 2.262801 -4.740328 -2.545635 0.1646 -2.0212 -0.2974
O 1.955084 -3.925858 -1.682724 -0.2215 0.5148 0.0157
N 1.834639 -6.042639 -2.555465 6.1330 -0.4890 2.5059
N 3.003803 -4.458515 -3.655418 -0.1136 0.1752 0.1655
H 2.247066 -6.758972 -3.121636 0.1403 0.1706 -0.2278
H 1.309341 -6.386340 -1.763801 0.8035 0.1730 -0.2805
H 3.349756 -5.272319 -4.123439 0.3720 0.4724 -0.5767
H 3.312764 -3.519177 -3.821572 0.2654 -0.2179 -0.0556
C -1.807811 -3.355947 2.076058 1.6777 -0.6692 0.5386
O -1.909603 -4.348595 1.351518 -0.7818 0.0452 -0.2073
N -2.390147 -2.169361 1.860491 -1.0163 0.9670 0.1066
N -0.872328 -3.348402 3.080475 -1.0030 0.4627 0.1397
H -2.849042 -1.973173 0.987023 -0.1910 -0.6424 -0.1231
H -2.342697 -1.354100 2.472862 0.3918 -0.5417 -0.1906
H -0.362914 -4.183993 3.292599 0.0954 0.0158 -0.1294
H -0.563416 -2.446928 3.400068 0.4523 -0.1046 0.2922
C -0.661920 -5.189112 -1.931185 1.5082 -0.5898 -1.7297
O 0.036694 -5.616955 -2.868946 -7.6966 1.3138 -0.6140
N -0.978821 -3.881563 -1.858563 -0.6475 0.7843 -0.0780
N -0.970215 -5.931247 -0.852431 -0.5136 0.0654 0.3974
H -1.670946 -3.510448 -1.227655 0.0602 -0.0026 0.1245
H -0.383698 -3.260152 -2.378449 -0.4553 -0.2477 0.2076
H -0.746819 -6.907127 -0.833064 -0.0902 -0.0213 0.0048
H -1.156793 -5.398437 -0.014171 -0.2140 -0.4465 0.4622
C 4.614829 -1.923824 2.099242 0.1389 0.4698 0.5853
O 4.436442 -3.044216 2.558056 0.0539 0.1366 -0.5625
N 3.730738 -0.897745 2.257742 0.3173 -1.0514 0.5154
N 5.764055 -1.520621 1.474673 0.8332 -0.3222 -0.3225
H 3.900096 -0.010476 1.795256 -0.7870 -0.6577 -0.1048
H 2.863839 -1.268941 2.614847 -0.3932 0.9476 -0.1379
H 6.396054 -2.202555 1.096710 -0.0846 -0.1040 0.2240
H 5.902540 -0.567783 1.198870 -0.2288 0.0587 -0.2340
C 0.815862 3.359607 4.412591 -2.1177 -0.1055 0.9777
O 0.013213 2.732085 5.116026 0.8756 0.0681 -0.7440
N 1.316796 4.529816 4.880223 0.7888 -0.1188 -0.4788
N 1.149521 3.059302 3.137459 0.2199 -0.6135 -0.5980
H 0.838962 4.848852 5.705229 0.1778 0.4134 -0.1266
H 1.649509 5.130068 4.144799 -0.0179 0.6909 0.6346
H 1.701557 3.684582 2.578808 0.0113 0.0347 0.0396
H 0.703390 2.307897 2.630098 -0.0905 -0.0830 0.3249